[1]
{
  "formula": "CaI3",
  "method": "ωB97M-V/def2-TZVPD",
  "charge": -1,
  "total_energy_ev": -42741.1159,
  "orbital_gap_ev": 7.406,
  "relative_energy_kj_mol": 716.9,
  "homo_ev": -4.503,
  "lumo_energy_ha": 0.1067,
  "symbols": ["Ca", "I", "I", "I"],
  "positions_angstrom": [[-0.350, 0.146, 0.167], [1.045, -0.273, 1.916], [-0.214, -1.837, -0.867], [-0.480, 1.964, -1.216]],
  "mulliken_charge": [0.801, -0.598, -0.588, -0.616]
}

=====

[2]
{
  "formula": "CdCl10HfO40",
  "method": "ωB97M-V/def2-TZVPD",
  "charge": -4,
  "total_energy_ev": -212906.5965,
  "orbital_gap_ev": 3.381,
  "homo_ev": 0.964,
  "lumo_energy_ha": 0.1597,
  "symbols": ["Cd", "Hf", "Cl", "O", "O", "O", "O", "Cl", "O", "O", "O", "O", "Cl", "O", "O", "O", "O", "Cl", "O", "O", "O", "O", "Cl", "O", "O", "O", "O", "Cl", "O", "O", "O", "O", "Cl", "O", "O", "O", "O", "Cl", "O", "O", "O", "O", "Cl", "O", "O", "O", "O", "Cl", "O", "O", "O", "O"],
  "positions_angstrom": [[3.034, 1.760, 0.247], [-3.145, 0.049, -0.817], [-3.258, 3.254, 0.307], [-2.125, 3.952, 1.113], [-4.327, 2.883, 1.269], [-3.830, 4.163, -0.770], [-2.801, 1.945, -0.327], [1.893, 5.153, 0.938], [0.881, 4.984, 2.084], [1.447, 6.171, -0.093], [3.229, 5.524, 1.549], [2.061, 3.809, 0.269], [2.538, -1.183, 3.163], [3.521, -1.746, 4.039], [3.156, -0.158, 2.343], [1.997, -2.275, 2.391], [1.340, -0.671, 3.907], [0.237, -0.023, -0.245], [0.840, 1.397, -0.262], [1.105, -0.973, -0.960], [0.064, -0.545, 1.155], [-1.157, 0.036, -0.858], [4.578, -1.525, -0.329], [3.946, -0.183, -0.448], [6.074, -1.489, -0.605], [4.391, -1.905, 1.131], [4.078, -2.573, -1.272], [0.880, -1.531, -3.925], [-0.389, -1.826, -3.302], [1.917, -2.607, -3.548], [0.543, -1.628, -5.436], [1.343, -0.090, -3.604], [-3.043, -0.985, -4.292], [-1.931, -0.681, -5.184], [-4.279, -0.493, -4.960], [-3.327, -2.480, -4.152], [-2.811, -0.542, -2.783], [-0.852, -3.919, -0.987], [0.499, -3.901, -1.617], [-0.807, -4.893, 0.172], [-1.176, -2.510, -0.513], [-1.819, -4.403, -2.011], [-0.435, 1.974, 3.060], [-0.489, 1.057, 4.316], [-0.397, 3.407, 3.575], [0.751, 1.677, 2.260], [-1.643, 1.606, 2.272], [-2.440, -1.393, 2.294], [-1.866, -2.787, 2.044], [-1.653, -0.747, 3.445], [-2.508, -0.484, 1.106], [-3.838, -1.670, 2.825]],
  "mulliken_charge": [1.421, 1.225, 1.629, -0.416, -0.628, -0.617, -0.658, 1.497, -0.470, -0.621, -0.670, -0.575, 1.726, -0.809, -0.650, -0.632, -0.591, 1.157, -0.309, -0.253, -0.102, 0.658, 1.529, -0.602, -0.733, -0.590, -0.551, 1.521, -0.512, -0.581, -0.768, -0.668, 1.673, -0.451, -0.660, -0.568, -0.902, 1.562, -0.601, -0.707, -0.506, -0.715, 1.461, -0.686, -0.690, -0.417, -0.548, 1.666, -0.528, -0.524, -0.438, -0.778]
}

=====

[3]
{
  "formula": "CdH10O9P",
  "method": "ωB97M-V/def2-TZVPD",
  "charge": -1,
  "total_energy_ev": -32445.6360,
  "orbital_gap_ev": 3.629,
  "relative_energy_kj_mol": 62.5,
  "homo_ev": -2.090,
  "lumo_energy_ha": 0.0566,
  "symbols": ["Cd", "P", "O", "O", "O", "O", "O", "H", "H", "O", "H", "H", "O", "H", "H", "O", "H", "H", "O", "H", "H"],
  "positions_angstrom": [[-0.181, -0.159, 0.551], [-1.110, -1.375, -1.648], [-1.880, -0.509, -2.654], [-1.796, -1.139, -0.206], [0.343, -0.765, -1.345], [-1.063, -2.821, -2.118], [1.081, 1.311, -2.768], [0.829, 0.480, -2.261], [0.796, 1.111, -3.662], [-0.805, 1.809, -0.118], [-0.319, 2.449, -0.651], [-1.734, 2.048, -0.196], [0.691, -1.894, 1.615], [0.483, -2.804, 1.368], [1.233, -1.942, 2.409], [-0.814, 0.386, 2.633], [-0.600, 1.063, 3.284], [-1.594, -0.068, 2.972], [1.794, 0.806, 0.848], [2.638, 0.416, 0.596], [2.008, 1.598, 1.351]],
  "nbo_charge": [1.745, 2.475, -1.265, -1.367, -1.367, -1.233, -1.048, 0.524, 0.465, -0.990, 0.507, 0.504, -0.972, 0.516, 0.472, -0.970, 0.480, 0.504, -0.966, 0.505, 0.478]
}

=====

[4]
{
  "formula": "CdH12O6",
  "method": "ωB97M-V/def2-TZVPD",
  "charge": 2,
  "total_energy_ev": -17023.7182,
  "orbital_gap_ev": 5.153,
  "relative_energy_kj_mol": 589.3,
  "homo_ev": -18.313,
  "lumo_energy_ha": -0.4836,
  "symbols": ["Cd", "O", "H", "H", "O", "H", "H", "O", "H", "H", "O", "H", "H", "O", "H", "H", "O", "H", "H"],
  "positions_angstrom": [[0.099, 0.072, -0.090], [3.413, -0.995, 0.239], [4.099, -1.100, -0.420], [3.741, -1.465, 1.005], [-3.212, 1.313, -0.015], [-3.653, 1.694, -0.774], [-3.854, 1.377, 0.692], [0.489, 2.571, 2.409], [-0.233, 3.110, 2.730], [1.253, 2.876, 2.900], [-0.588, -2.271, 2.573], [-1.332, -2.789, 2.881], [0.150, -2.572, 3.103], [-0.893, -2.505, -2.225], [-0.360, -3.150, -2.689], [-1.790, -2.688, -2.506], [0.862, 1.954, -2.949], [1.146, 1.682, -3.822], [0.663, 2.886, -3.042]],
  "nbo_charge": [1.879, -0.981, 0.505, 0.500, -0.985, 0.500, 0.503, -0.983, 0.499, 0.503, -0.980, 0.504, 0.493, -0.984, 0.503, 0.502, -0.983, 0.504, 0.501]
}